(1)
Entry from the Open Molecules 2025 dataset: a 2-piece molecular cluster, C4H6N2 overall at a distorted geometry (the ωB97M-V functional and the def2-TZVPD basis).

```
12
C4H6N2 | the Open Molecules 2025 dataset | the ωB97M-V functional and the def2-TZVPD basis
N 0.6301 2.3343 -0.5686
N 0.1105 -1.0622 2.0148
C 1.3511 -1.1625 -0.3289
C -1.5537 0.9146 0.0374
C 0.6659 -1.1798 0.9895
C -0.3532 1.7235 -0.2823
H 2.4049 -0.8913 -0.2642
H -1.3159 -0.1022 -0.2749
H 0.8471 -0.4858 -1.0190
H -1.6332 0.8144 1.1198
H 1.2447 -2.1187 -0.8413
H -2.3983 1.2157 -0.5823
```

## Properties
Multiplicity ... 2
Kohn-Sham gap (spin up / spin down) ... 12.812 / 4.420 eV
Energy above the lowest of the compared OMol25 structures with the same formula, charge and spin ... 434.0 kJ/mol
Highest occupied orbital energy (spin up / spin down) ... -0.6323 / -0.5989 Ha
Charge ... +1

These are the Mulliken partial charges, in e, on atoms 1 to 6: -0.12, -0.27, -0.68, -0.75, 0.39, 0.52

---

(2)
Entry from the Open Molecules 2025 dataset: an isolated ion of composition C4H6N2 and charge +2 at a distorted geometry (the ωB97M-V functional and the def2-TZVPD basis).

```
12
C4H6N2 | the Open Molecules 2025 dataset | the ωB97M-V functional and the def2-TZVPD basis
N -0.2056 0.2257 -0.1675
N 0.3974 -0.5459 2.1804
C 0.5799 -0.9465 -0.2217
C -0.9361 1.4482 -0.6400
C 0.7806 -1.2007 1.2539
C -0.6369 0.9546 0.7480
H 0.0777 -1.7848 -0.7434
H -0.7066 1.0918 1.8334
H 1.3755 -2.1103 1.5400
H -0.3429 2.2566 -1.0757
H -1.9422 1.3311 -1.0447
H 1.5425 -0.7828 -0.7502
```

## Properties
Kohn-Sham gap ... 8.335 eV
Energy above the lowest of the compared OMol25 structures with the same formula, charge and spin ... 557.1 kJ/mol
Highest occupied orbital energy ... -0.8327 Ha
Charge ... +2

These are the Mulliken partial charges, in e, on atoms 1 to 6: 0.09, 0.01, -0.30, -0.32, 0.15, 0.06

---

(3)
Entry from the Open Molecules 2025 dataset: an isolated ion of composition C4H6N2 and charge +2 at a distorted geometry (the ωB97M-V functional and the def2-TZVPD basis).

```
12
C4H6N2 | the Open Molecules 2025 dataset | the ωB97M-V functional and the def2-TZVPD basis
N 2.0297 0.7850 -0.0122
N -0.1830 0.4191 0.1134
C 0.9060 1.3923 -0.0021
C 1.9135 -0.5332 -0.0250
C 0.4729 -0.9228 -0.0203
C -1.5349 0.7591 -0.0226
H 0.4777 -1.5106 0.8881
H -2.2036 -0.1313 -0.2031
H -2.0166 1.6697 -0.0561
H 2.7987 -1.0746 0.0733
H -0.0278 -1.5266 -0.6666
H 0.6268 2.4859 0.0129
```

## Properties
Structure (SMILES) ... C=[N+]1C=[N+]=CC1
Kohn-Sham gap ... 8.709 eV
Energy above the lowest of the compared OMol25 structures with the same formula, charge and spin ... 263.0 kJ/mol
Highest occupied orbital energy ... -0.8051 Ha
Charge ... +2

These are the Mulliken partial charges, in e, on atoms 1 to 6: -0.21, 0.12, 0.19, 0.01, -0.48, 0.08

---

(4)
Entry from the Open Molecules 2025 dataset: an isolated ion of composition C4H6N2 and charge +2 at a distorted geometry (the ωB97M-V functional and the def2-TZVPD basis).

```
12
C4H6N2 | the Open Molecules 2025 dataset | the ωB97M-V functional and the def2-TZVPD basis
N -0.4648 1.1549 -0.0212
N 1.5729 0.1293 0.2172
C 0.9525 -1.2707 -0.1362
C -1.2760 -0.1126 0.1108
C 0.8311 1.0752 -0.1225
C -0.4369 -1.1694 -0.0881
H 1.3881 1.9190 -0.2260
H -2.3449 0.0291 -0.3911
H -1.8314 -0.0013 1.1199
H -1.0475 2.0074 -0.1686
H 1.4242 -1.9494 0.7697
H 1.2327 -1.8114 -1.0639
```

## Properties
Multiplicity ... 3
Kohn-Sham gap (spin up / spin down) ... 8.251 / 7.927 eV
Energy above the lowest of the compared OMol25 structures with the same formula, charge and spin ... 389.5 kJ/mol
Highest occupied orbital energy (spin up / spin down) ... -0.7789 / -0.8068 Ha
Charge ... +2

These are the Mulliken partial charges, in e, on atoms 1 to 6: -0.03, -0.08, -0.22, -0.34, -0.04, 0.24

---

(5)
Entry from the Open Molecules 2025 dataset: one molecule with the formula C4H6N2O at a distorted geometry (the ωB97M-V functional and the def2-TZVPD basis).

```
13
C4H6N2O | the Open Molecules 2025 dataset | the ωB97M-V functional and the def2-TZVPD basis
O -1.2368 0.8362 -1.0037
N 1.3883 -1.8833 -0.3950
N 0.7967 -1.4179 0.5347
C 0.8884 0.8644 -0.2631
C 0.0204 1.1467 -1.2410
C -1.2424 0.0234 0.1837
C 0.2121 -0.0061 0.7058
H 0.6516 -2.0650 1.3835
H 1.9648 0.9027 -0.2613
H -1.8162 -0.8769 -0.0526
H 0.3711 0.3697 1.6996
H -2.0664 0.5108 0.9055
H 0.0685 1.5952 -2.1962
```

## Properties
Kohn-Sham gap ... 8.828 eV
Energy above the lowest of the compared OMol25 structures with the same formula, charge and spin ... 444.8 kJ/mol
Highest occupied orbital energy ... -0.2925 Ha
Charge ... 0

These are the Mulliken partial charges, in e, on atoms 1 to 6: -0.35, -0.74, 0.27, -0.53, -0.36, -0.65

---

(6)
Entry from the Open Molecules 2025 dataset: one molecule with the formula C4H6N2O at a distorted geometry (the ωB97M-V functional and the def2-TZVPD basis).

```
13
C4H6N2O | the Open Molecules 2025 dataset | the ωB97M-V functional and the def2-TZVPD basis
O -0.3847 1.9948 0.3891
N 1.9717 0.1964 -0.0777
N -1.5839 0.0258 -0.0364
C 0.6188 -0.2821 0.0384
C -1.2533 -1.3566 -0.3411
C 0.0783 -1.6087 -0.3813
C -0.4654 0.7011 0.1004
H 2.1616 0.5382 -1.0148
H 0.3199 -0.1933 1.1555
H 0.5632 2.2183 0.4118
H -2.1076 -2.0075 -0.4906
H -2.4966 0.3881 0.2008
H 2.5780 -0.6146 0.0460
```

## Properties
Kohn-Sham gap ... 7.832 eV
Energy above the lowest of the compared OMol25 structures with the same formula, charge and spin ... 422.1 kJ/mol
Highest occupied orbital energy ... -0.2757 Ha
Charge ... 0

These are the Mulliken partial charges, in e, on atoms 1 to 6: -0.52, -0.63, -0.04, 0.85, -0.31, -1.02

---

| no. | energy (Ha) |
| --- | --- |
| 1 | -265.06342 |
| 2 | -264.55192 |
| 3 | -264.66392 |
| 4 | -264.51793 |
| 5 | -340.62549 |
| 6 | -340.63414 |